[1]
The following is a DFT calculation (wB97M-V/def2-TZVPD) of C31H46HfP2 as an isolated structure in a non-equilibrium geometry.

Results
- Max |F|: 5.96 eV Å⁻¹
- LUMO (alpha / beta): -7.3 / -7.3 eV
- E: -52755.491 eV
- Charge: +2
- Energy above the lowest of the compared OMol25 structures with the same formula, charge and spin: 96.0 kcal per mole
- Kohn-Sham gap (alpha / beta): 0.1504 / 0.1506 Ha

CARTESIAN COORDINATES (ANGSTROEM)
Hf -0.887 0.645 1.494
C 1.346 1.527 2.268
C 0.192 2.259 2.676
C 0.166 0.188 3.759
C 1.373 0.300 3.026
C -0.539 1.438 3.657
C 2.259 1.896 1.134
H 2.460 2.974 1.065
H 1.837 1.587 0.157
H 3.224 1.380 1.228
C 2.422 -0.746 2.945
H 3.367 -0.347 2.549
H 2.070 -1.523 2.260
H 2.611 -1.205 3.924
C -0.179 -0.936 4.680
H 0.703 -1.142 5.299
H -0.455 -1.871 4.167
H -1.012 -0.675 5.345
C -1.559 1.912 4.648
H -1.884 2.939 4.467
H -1.115 1.909 5.660
H -2.458 1.279 4.688
C -0.332 3.479 2.025
H -0.645 4.187 2.799
H -1.232 3.336 1.384
H 0.430 3.924 1.378
C 2.977 -0.730 -3.049
C 3.158 0.517 -2.585
C 3.105 1.721 -3.522
C 1.724 1.802 -4.221
C 0.717 1.411 -3.255
C 0.207 0.112 -3.176
C 0.571 -0.982 -4.155
C 2.140 -1.138 -4.257
H 3.876 1.634 -4.331
H 1.657 1.106 -5.070
H 3.346 2.643 -2.972
H 2.470 -0.656 -5.197
H 3.619 -1.530 -2.665
H 3.362 0.745 -1.522
H 2.351 -2.205 -4.428
H 0.183 -1.942 -3.772
H 0.260 -0.306 -2.148
H 0.133 -0.827 -5.161
H 1.482 2.797 -4.624
H 0.525 2.062 -2.397
P -1.730 0.966 -2.556
C -2.326 0.769 -4.318
C -1.966 2.775 -2.443
P -2.950 0.439 0.353
C -3.023 0.242 -1.502
C -3.866 1.987 0.688
C -4.292 -0.698 0.878
H -2.807 -0.211 -4.440
H -1.501 0.852 -5.054
H -3.058 1.559 -4.533
H -2.652 3.077 -3.249
H -1.033 3.333 -2.576
H -2.402 3.053 -1.481
H -4.837 -1.005 -0.008
H -4.947 -0.179 1.566
H -3.890 -1.580 1.364
H -3.082 -0.816 -1.777
H -3.930 0.744 -1.849
H -3.673 2.288 1.732
H -4.929 1.743 0.577
H -3.622 2.838 0.045
C -0.243 -1.190 0.753
C 0.180 -2.327 1.073
C 0.708 -3.566 1.363
C 1.951 -3.900 0.774
C 2.659 -4.985 1.264
C 2.124 -5.767 2.305
C 0.842 -5.486 2.821
C 0.114 -4.410 2.333
H 2.330 -3.297 -0.058
H 3.627 -5.240 0.823
H 2.689 -6.623 2.689
H 0.409 -6.131 3.590
H -0.903 -4.203 2.678



[2]
The following is a DFT calculation (wB97M-V/def2-TZVPD) of a 2-piece molecular cluster, C4H14N2O overall in a non-equilibrium geometry.

Results
- Max |F|: 4.78 eV Å⁻¹
- LUMO: 1.0 eV
- E: -9400.020 eV
- Energy above the lowest of the compared OMol25 structures with the same formula, charge and spin: 82.7 kcal per mole
- Kohn-Sham gap: 0.3357 Ha
- SMILES string: CNCCCN.O

CARTESIAN COORDINATES (ANGSTROEM)
C 2.568 1.265 0.320
N 1.145 1.633 0.057
C 0.610 0.656 -0.911
C -0.325 -0.197 -0.179
C -1.423 -0.533 -1.172
N -2.299 -1.625 -0.437
H 3.009 1.622 1.236
H 3.019 1.863 -0.440
H 2.990 0.236 0.043
H 0.546 1.987 0.754
H 1.538 0.124 -1.405
H -0.006 1.238 -1.712
H 0.081 -1.055 0.450
H -0.598 0.493 0.652
H -2.023 0.397 -1.364
H -1.104 -0.784 -2.176
H -1.935 -2.522 -0.587
H -3.183 -1.523 -0.785
O -0.772 -0.829 2.825
H -1.513 -1.337 2.860
H -0.327 -1.109 1.970



[3]
The following is a DFT calculation (wB97M-V/def2-TZVPD) of C45H68Br24INO3 as an isolated structure in a non-equilibrium geometry.

Results
- Max |F|: 2.38 eV Å⁻¹
- LUMO: -0.4 eV
- E: -1744523.290 eV
- Kohn-Sham gap: 0.3097 Ha

CARTESIAN COORDINATES (ANGSTROEM)
C -1.657 3.667 0.650
C -0.859 2.393 0.338
I -0.687 2.314 -1.815
C 0.500 2.397 1.061
C 1.497 1.374 0.553
C 2.467 1.723 -0.386
C 3.376 0.832 -0.901
C 3.381 -0.525 -0.434
C 2.450 -0.837 0.520
C 1.496 0.062 1.006
C 0.537 -0.473 2.032
O 0.075 0.206 2.925
C 0.191 -1.936 1.891
C -1.080 -2.366 2.218
C -1.378 -3.712 2.079
C -0.430 -4.591 1.594
C 0.849 -4.177 1.234
C 1.821 -5.192 0.679
C 3.002 -5.522 1.596
O 3.049 -5.233 2.761
N 4.139 -6.198 0.998
C 3.722 -7.080 -0.103
C 5.060 -5.198 0.434
C 1.142 -2.829 1.405
C 2.474 -2.247 1.061
O 3.544 -2.792 1.207
H -2.675 3.516 0.274
H -1.749 3.800 1.735
H -1.242 4.549 0.163
H -1.487 1.558 0.649
H 0.299 2.281 2.125
H 0.931 3.389 0.874
H 2.507 2.755 -0.724
H 4.136 1.085 -1.630
H 4.078 -1.276 -0.784
H -1.782 -1.622 2.574
H -2.378 -4.033 2.353
H -0.726 -5.633 1.504
H 1.278 -6.133 0.523
H 2.135 -4.883 -0.325
H 4.623 -7.600 -0.440
H 3.358 -6.531 -0.986
H 2.993 -7.805 0.264
H 6.014 -5.674 0.176
H 4.675 -4.775 -0.511
H 5.286 -4.412 1.152
Br -3.239 -0.478 0.673
C -4.540 0.701 -0.170
C -5.373 1.429 0.851
Br -6.728 0.270 1.630
H -5.132 0.087 -0.842
H -3.948 1.407 -0.754
H -5.927 2.242 0.386
H -4.783 1.822 1.675
Br 3.513 1.102 7.521
C 1.789 1.767 6.883
C 1.667 1.648 5.391
Br 2.689 3.035 4.481
H 1.696 2.788 7.239
H 1.046 1.146 7.373
H 0.638 1.802 5.074
H 2.020 0.697 5.009
Br 6.784 -2.508 5.081
C 5.026 -2.404 5.913
C 3.926 -2.430 4.887
Br 3.754 -0.712 3.986
H 5.017 -1.503 6.519
H 4.963 -3.276 6.559
H 2.963 -2.601 5.365
H 4.079 -3.178 4.113
Br 2.401 1.391 -5.618
C 2.038 -0.509 -5.378
C 1.019 -0.740 -4.297
Br 1.813 -0.511 -2.521
H 2.990 -0.988 -5.171
H 1.664 -0.853 -6.341
H 0.656 -1.766 -4.326
H 0.172 -0.060 -4.358
Br -3.285 5.280 -4.094
C -3.222 3.524 -4.927
C -4.592 2.918 -5.034
Br -5.212 2.242 -3.310
H -2.539 2.922 -4.334
H -2.797 3.688 -5.914
H -4.577 2.051 -5.693
H -5.345 3.619 -5.384
Br 0.798 6.571 5.420
C 2.621 6.427 6.086
C 3.346 7.744 6.009
Br 3.899 8.150 4.188
H 3.102 5.642 5.513
H 2.522 6.107 7.122
H 4.267 7.705 6.586
H 2.742 8.580 6.349
Br 6.503 -8.149 -2.319
C 8.227 -7.482 -2.928
C 9.069 -7.019 -1.769
Br 8.470 -5.293 -1.101
H 8.026 -6.695 -3.648
H 8.699 -8.322 -3.433
H 10.099 -6.865 -2.083
H 9.047 -7.707 -0.930
Br 2.878 -3.604 -3.442
C 3.054 -5.369 -4.250
C 1.708 -6.000 -4.495
Br 0.916 -6.682 -2.854
H 3.687 -5.957 -3.591
H 3.570 -5.204 -5.193
H 1.806 -6.866 -5.146
H 0.990 -5.307 -4.923
Br -8.733 4.194 -5.820
C -7.749 5.832 -6.190
C -7.624 6.077 -7.668
Br -6.278 4.918 -8.466
H -6.787 5.742 -5.694
H -8.324 6.625 -5.716
H -7.280 7.092 -7.860
H -8.550 5.903 -8.206
Br -1.222 3.505 5.601
C -2.740 2.968 6.703
C -2.463 3.124 8.175
Br -1.332 1.699 8.863
H -2.985 1.948 6.424
H -3.549 3.630 6.402
H -3.387 3.046 8.744
H -1.969 4.060 8.415
Br -6.993 4.991 1.445
C -6.455 5.748 -0.268
C -5.031 5.400 -0.605
Br -3.765 6.472 0.415
H -6.626 6.818 -0.207
H -7.136 5.313 -0.998
H -4.819 5.625 -1.648
H -4.791 4.359 -0.409
Br -3.505 -1.559 -6.521
C -5.156 -1.480 -5.490
C -6.370 -1.499 -6.381
Br -6.653 0.227 -7.232
H -5.098 -0.586 -4.874
H -5.137 -2.360 -4.851
H -7.268 -1.680 -5.793
H -6.306 -2.235 -7.176